(a)
Computed, not measured: a 2-piece molecular cluster, C5H6F5I overall, with ωB97M-V/def2-TZVPD.

Output
Kohn-Sham gap = 10.37 eV
multiplicity = 1
SMILES string = FC(F)C(F)(F)I.C=C(C)F

Geometry as XYZ:
```
17
C5H6F5I, DFT ωB97M-V/def2-TZVPD
C 1.443 -1.466 0.996
C -1.023 -2.057 1.011
C 0.351 -1.864 0.397
C 0.296 1.481 -0.428
C -0.649 2.432 -1.311
F 0.346 -2.013 -0.975
F 1.517 1.702 -0.973
F 0.245 2.039 0.755
F -0.968 1.871 -2.476
F -1.775 2.706 -0.717
I 0.267 4.254 -1.835
H 1.341 -1.550 2.083
H 2.416 -1.458 0.526
H 0.013 0.386 -0.573
H -1.346 -1.181 1.449
H -1.655 -2.474 0.256
H -0.817 -2.809 1.815
```

---

(b)
Computed, not measured: a 2-piece molecular cluster, C5H6F5I overall, with ωB97M-V/def2-TZVPD.

Output
Kohn-Sham gap = 9.91 eV
multiplicity = 1

Geometry as XYZ:
```
17
C5H6F5I, DFT ωB97M-V/def2-TZVPD
C -1.246 -0.849 -0.443
C -0.347 -0.613 1.811
C -0.114 -0.951 0.422
C 1.242 0.288 -0.506
C 0.568 1.603 -0.963
F 0.408 -2.216 0.291
F 1.496 -0.412 -1.647
F 2.391 0.581 0.139
F -0.273 1.360 -1.978
F -0.283 2.047 -0.016
I 2.019 3.094 -1.688
H -1.114 -1.015 -1.500
H -1.670 0.148 -0.502
H -2.024 -1.410 -0.019
H 0.499 -0.915 2.401
H -0.439 0.446 1.816
H -1.111 -1.188 2.380
```

---

If we sort the structures by their calculated energies, the order from most to least stable is (a), (b).